Entry 1:
Here is a 2-piece molecular cluster, FH3OP2 overall from OMol25. Energies are from ωB97M-V/def2-TZVPD.

Last column: natural (NBO) charge in e.
Cartesian coordinates (Å):
O1 1.581 -1.453 -0.741  -1.00
F1 -3.097 -0.247 0.242  -0.56
P1 1.992 -0.329 0.390  0.65
P2 1.217 1.372 -0.370  -0.11
H1 0.657 -1.517 -0.820  0.49
H2 -3.876 0.137 0.561  0.56
H3 1.527 2.036 0.738  -0.04

Values from the calculation:
relative energy (zero: lowest compared OMol25 entry of this formula, charge and spin) = 33.0 kcal per mole
total energy = -859.57884 Eh
molecular weight = 99.97 g/mol
orbital gap = 8.6 eV
total charge = 0

---

Entry 2:
Here is a 2-piece molecular cluster, CHN3O3 overall from OMol25. Energies are from ωB97M-V/def2-TZVPD.

Last column: natural (NBO) charge in e.
Cartesian coordinates (Å):
C1 0.400 -1.520 -0.291  0.31
N1 1.119 -2.410 -0.424  -0.24
N2 -0.459 -0.592 -0.338  -0.13
N3 0.698 1.350 0.007  0.57
O1 1.823 1.237 0.412  -0.26
O2 -0.073 2.195 -0.258  -0.25
O3 -1.395 -0.320 0.715  -0.49
H1 -2.113 0.060 0.177  0.49

Values from the calculation:
relative energy (zero: lowest compared OMol25 entry of this formula, charge and spin) = 81.6 kcal per mole
total energy = -428.43441 Eh
molecular weight = 103.04 g/mol
orbital gap (spin up / spin down) = 8.0 / 9.1 eV
total charge = 0

---

Entry 3:
Here is one molecule with the formula C4H4N2O2 from OMol25. Energies are from ωB97M-V/def2-TZVPD.

Last column: natural (NBO) charge in e.
Cartesian coordinates (Å):
O1 1.192 -1.729 1.001  -0.57
N1 0.680 -0.972 2.009  -0.07
C1 -0.037 0.015 1.493  -0.03
C2 -0.251 0.110 0.154  -0.02
C3 -0.378 -0.640 -0.981  0.10
O2 -0.347 0.513 -2.059  -0.48
C4 -0.567 1.697 -1.445  0.36
N2 -0.638 1.484 -0.196  -0.49
H1 1.683 -2.429 1.375  0.48
H2 -0.517 0.532 2.304  0.24
H3 -0.399 -1.783 -1.211  0.26
H4 -0.415 2.743 -2.021  0.23

Values from the calculation:
relative energy (zero: lowest compared OMol25 entry of this formula, charge and spin) = 122.7 kcal per mole
total energy = -414.65067 Eh
molecular weight = 112.09 g/mol
orbital gap = 9.4 eV
total charge = 0

---

Entry 4:
Here is a 10-piece molecular cluster, C40H54Br6O2 overall from OMol25. Energies are from ωB97M-V/def2-TZVPD.

Last column: Löwdin charge in e.
Cartesian coordinates (Å):
C1 -2.956 -3.512 2.040  -0.13
C2 -2.629 -2.487 1.219  -0.13
C3 -3.347 -2.295 0.085  -0.07
C4 -4.425 -3.191 -0.248  -0.09
C5 -4.781 -4.258 0.552  -0.06
C6 -3.933 -4.390 1.729  -0.08
H1 -2.267 -3.666 2.858  0.10
H2 -1.894 -1.720 1.410  0.05
H3 -3.013 -1.415 -0.445  0.08
H4 -5.029 -3.097 -1.139  0.09
H5 -5.617 -4.911 0.352  0.10
H6 -4.186 -5.128 2.477  0.09
C7 3.114 -1.405 4.305  -0.10
C8 2.818 -1.226 2.940  -0.12
C9 3.508 -1.990 2.021  -0.08
C10 4.621 -2.792 2.445  -0.08
C11 4.991 -2.800 3.775  -0.10
C12 4.242 -2.095 4.731  -0.09
H7 2.616 -0.696 4.950  0.09
H8 1.927 -0.670 2.689  -0.02
H9 3.167 -1.924 0.998  0.07
H10 5.267 -3.309 1.751  0.10
H11 5.853 -3.376 4.076  0.10
H12 4.444 -2.158 5.790  0.10
C13 -5.396 1.564 -5.291  -0.10
C14 -6.264 0.687 -5.894  -0.09
C15 -6.181 -0.703 -5.571  -0.06
C16 -5.146 -1.094 -4.723  -0.11
C17 -4.208 -0.219 -4.235  -0.12
C18 -4.338 1.117 -4.493  -0.09
H13 -5.585 2.584 -5.589  0.10
H14 -6.911 1.169 -6.612  0.10
H15 -6.986 -1.338 -5.913  0.09
H16 -5.096 -2.112 -4.366  0.10
H17 -3.403 -0.626 -3.641  0.06
H18 -3.484 1.694 -4.168  0.09
C19 1.470 -5.454 -1.952  -0.11
C20 1.821 -4.175 -1.625  -0.10
C21 1.135 -3.061 -2.205  -0.07
C22 0.191 -3.298 -3.217  -0.11
C23 -0.061 -4.589 -3.629  -0.09
C24 0.587 -5.706 -3.027  -0.07
H19 2.171 -6.232 -1.689  0.10
H20 2.574 -4.029 -0.864  0.09
H21 1.322 -2.070 -1.819  0.06
H22 -0.367 -2.513 -3.706  0.07
H23 -0.842 -4.815 -4.340  0.09
H24 0.382 -6.725 -3.320  0.09
C25 -2.083 4.311 2.052  -0.14
C26 -1.995 3.248 2.901  -0.10
C27 -1.707 3.477 4.282  -0.06
C28 -1.696 4.811 4.773  -0.07
C29 -1.983 5.897 3.882  -0.09
C30 -2.092 5.603 2.547  -0.14
H25 -2.278 4.088 1.013  0.10
H26 -2.128 2.265 2.472  0.08
H27 -1.653 2.600 4.910  0.07
H28 -1.645 4.965 5.841  0.09
H29 -2.041 6.920 4.223  0.10
H30 -2.264 6.467 1.922  0.10
Br1 -0.870 0.343 -2.373  0.71
C31 0.592 1.365 -1.585  -0.65
C32 0.246 1.825 -0.172  -0.63
Br2 0.189 0.335 1.157  0.70
H31 0.605 2.289 -2.162  0.07
H32 1.506 0.771 -1.593  0.04
H33 -0.743 2.283 -0.147  0.04
H34 0.916 2.564 0.267  0.01
Br3 4.673 -0.898 -1.951  0.61
C33 4.844 0.730 -0.771  -0.59
C34 4.464 1.912 -1.741  -0.67
Br4 4.257 3.490 -0.600  0.66
H35 5.834 0.812 -0.322  0.06
H36 4.103 0.565 0.011  0.03
H37 3.500 1.750 -2.222  0.01
H38 5.206 2.146 -2.504  0.06
Br5 0.817 5.623 0.187  0.58
C35 1.978 5.240 1.780  -0.60
C36 3.146 6.338 1.787  -0.64
Br6 4.514 5.808 3.166  0.55
H39 2.356 4.232 1.607  0.00
H40 1.274 5.289 2.610  0.05
H41 2.770 7.358 1.862  0.05
H42 3.721 6.530 0.881  0.03
C37 1.292 0.118 -5.141  -0.10
C38 2.752 -0.251 -5.147  -0.32
O1 3.606 0.874 -4.909  -0.11
H43 0.986 0.652 -6.041  0.08
H44 1.072 0.768 -4.294  0.02
H45 0.746 -0.824 -5.092  0.06
H46 2.993 -0.821 -6.045  0.12
H47 2.922 -0.864 -4.262  0.05
H48 4.531 0.734 -5.123  0.08
C39 -0.849 -1.550 4.589  -0.08
C40 -0.780 -0.520 5.689  -0.35
O2 -1.190 -1.086 6.871  -0.05
H49 -0.570 -1.070 3.651  0.02
H50 -1.768 -2.092 4.362  0.06
H51 -0.105 -2.345 4.630  0.08
H52 -1.463 0.293 5.442  0.09
H53 0.142 0.050 5.799  0.11
H54 -0.529 -0.966 7.557  0.09

Values from the calculation:
total energy = -17151.01423 Eh
molecular weight = 1046.29 g/mol
orbital gap = 9.2 eV
total charge = 0

---

Entry 5:
Here is a 9-piece molecular cluster, C4H27NO8S overall from OMol25. Energies are from ωB97M-V/def2-TZVPD.

Last column: natural (NBO) charge in e.
Cartesian coordinates (Å):
C1 1.481 2.452 -0.584  -0.65
C2 0.275 2.064 0.228  -0.24
N1 -0.220 0.683 0.119  -0.65
C3 0.809 -0.378 0.508  -0.29
C4 0.631 -0.630 1.980  -0.55
S1 2.138 -0.163 2.886  -0.06
H1 1.941 1.557 -1.137  0.21
H2 2.266 2.841 -0.011  0.21
H3 1.476 3.100 -1.498  0.22
H4 0.535 2.162 1.193  0.19
H5 -0.605 2.622 0.006  0.23
H6 -0.429 0.364 -0.874  0.34
H7 0.814 -1.308 -0.104  0.22
H8 1.724 -0.057 0.079  0.22
H9 0.404 -1.730 1.931  0.24
H10 -0.272 0.012 2.426  0.24
H11 1.869 -0.838 3.973  0.13
O1 -0.702 -1.669 -2.790  -0.98
H12 -1.639 -1.486 -3.027  0.53
H13 -0.167 -1.010 -3.270  0.50
O2 -2.576 -0.632 -1.380  -0.97
H14 -1.753 -0.416 -0.879  0.48
H15 -2.891 -1.418 -0.882  0.48
O3 -2.752 -0.185 1.396  -0.97
H16 -1.948 0.198 1.261  0.49
H17 -3.016 -0.877 0.840  0.47
O4 4.488 -0.496 0.325  -0.93
H18 3.899 -0.782 1.050  0.47
H19 4.400 0.472 0.556  0.46
O5 -1.509 -3.111 -1.032  -1.00
H20 -1.677 -3.991 -1.476  0.47
H21 -0.994 -2.581 -1.691  0.48
O6 2.047 -2.036 -1.918  -0.92
H22 2.201 -2.325 -2.830  0.46
H23 1.117 -2.070 -1.943  0.46
O7 -2.371 2.692 0.827  -0.96
H24 -2.435 3.574 0.546  0.49
H25 -3.180 2.306 1.092  0.50
O8 -2.621 2.305 -1.875  -1.00
H26 -2.411 1.883 -0.982  0.50
H27 -3.091 1.633 -2.583  0.49

Values from the calculation:
relative energy (zero: lowest compared OMol25 entry of this formula, charge and spin) = 92.0 kcal per mole
total energy = -1223.31824 Eh
molecular weight = 249.33 g/mol
orbital gap = 9.2 eV
total charge = 0

---

> What is the total charge in the fourth record?

0

---

> Which of these has the highest molecular weight?

C40H54Br6O2

---

Copy entry 1 word for word.
Here is a 2-piece molecular cluster, FH3OP2 overall from OMol25. Energies are from ωB97M-V/def2-TZVPD.

Last column: natural (NBO) charge in e.
Cartesian coordinates (Å):
O1 1.581 -1.453 -0.741  -1.00
F1 -3.097 -0.247 0.242  -0.56
P1 1.992 -0.329 0.390  0.65
P2 1.217 1.372 -0.370  -0.11
H1 0.657 -1.517 -0.820  0.49
H2 -3.876 0.137 0.561  0.56
H3 1.527 2.036 0.738  -0.04

Values from the calculation:
relative energy (zero: lowest compared OMol25 entry of this formula, charge and spin) = 33.0 kcal per mole
total energy = -859.57884 Eh
molecular weight = 99.97 g/mol
orbital gap = 8.6 eV
total charge = 0